1:
The following is a DFT calculation (ωB97M-V/def2-TZVPD) of a 2-piece molecular cluster, C2H6FN overall.

Properties
LUMO   0.95 eV
Frontier orbital gap   10.2459 eV

The geometry in ORCA input format:
```
! RIJCOSX wB97M-V def2-TZVPD def2/J DEFGRID3
* xyz 0 1
C 0.115 1.068 0.092
C -0.816 -0.020 -0.365
N 0.160 -1.801 -0.006
F -2.006 -0.173 0.250
H 0.477 0.793 1.121
H -0.464 2.089 0.186
H 0.870 1.331 -0.702
H -0.781 -0.225 -1.470
H 0.702 -1.544 0.807
H 0.737 -1.791 -0.847
*
```

***

2:
The following is a DFT calculation (ωB97M-V/def2-TZVPD) of a 2-piece molecular cluster, C2H6FN overall.

Properties
LUMO (spin up / spin down)   -1.34 / -1.64 eV
Frontier orbital gap (spin up / spin down)   9.3146 / 8.8746 eV

The geometry in ORCA input format:
```
! RIJCOSX wB97M-V def2-TZVPD def2/J DEFGRID3
* xyz 0 1
C 0.195 -1.050 -0.540
C 0.140 1.118 0.289
N -0.567 0.113 -0.413
F -1.931 -0.392 1.018
H 0.116 -1.620 -1.488
H 1.200 -0.669 -0.432
H -0.017 -1.713 0.332
H 0.971 1.555 -0.268
H -0.521 2.050 0.262
H 0.412 0.609 1.241
*
```

***

Most favorable structure: 1. The second most favorable one is 0.0728 hartree above it.

***

1:
The following is a DFT calculation (ωB97M-V/def2-TZVPD) of a 2-piece molecular cluster, C4H12NO2 overall.

Properties
LUMO   4.26 eV
Frontier orbital gap   7.6533 eV

The geometry in ORCA input format:
```
! RIJCOSX wB97M-V def2-TZVPD def2/J DEFGRID3
* xyz -1 1
C -1.076 -0.289 0.066
O 0.164 -0.816 -0.274
C -1.971 0.027 -1.175
C -1.163 0.662 -2.284
H -0.883 0.729 0.551
H -1.676 -0.800 0.859
H -2.722 0.752 -0.842
H -2.371 -0.996 -1.503
H -1.747 1.126 -3.091
H -0.460 -0.021 -2.740
H -0.440 1.414 -1.848
N 2.140 0.642 1.035
C 1.787 -0.216 2.149
O 1.441 -1.528 1.751
H 3.063 0.346 0.655
H 1.491 0.509 0.258
H 2.657 -0.249 2.786
H 0.955 0.206 2.692
H 0.810 -1.500 0.957
*
```

***

2:
The following is a DFT calculation (ωB97M-V/def2-TZVPD) of a 2-piece molecular cluster, C4H12NO2 overall.

Properties
LUMO   3.83 eV
Frontier orbital gap   6.4417 eV

The geometry in ORCA input format:
```
! RIJCOSX wB97M-V def2-TZVPD def2/J DEFGRID3
* xyz -1 1
C -0.350 1.951 -0.452
O -1.495 2.629 -0.417
C -0.420 0.617 0.331
C 0.831 -0.252 0.360
C 0.867 -1.178 1.599
N -1.644 -0.146 0.068
H 0.548 2.435 0.061
H 0.146 1.799 -1.447
H -0.526 1.098 1.328
H 1.609 0.521 0.447
H 0.929 -0.833 -0.554
H 1.840 -1.382 2.033
H 0.195 -0.747 2.343
H 0.374 -2.097 1.264
H -2.274 0.568 -0.309
H -2.080 -0.495 0.910
H 1.235 -1.307 -2.574
H -0.171 -1.606 -2.111
O 0.388 -1.576 -2.882
*
```

***

3:
The following is a DFT calculation (ωB97M-V/def2-TZVPD) of C4H12NO2 as an isolated structure.

Properties
LUMO   3.52 eV
Frontier orbital gap   7.1876 eV

The geometry in ORCA input format:
```
! RIJCOSX wB97M-V def2-TZVPD def2/J DEFGRID3
* xyz -1 1
C 1.712 1.217 0.301
N 2.115 0.146 -0.315
C 0.253 -0.998 1.182
C 0.666 -0.327 -0.120
C -0.401 0.599 -0.861
O -1.522 -0.048 -1.364
H 1.498 2.136 -0.262
H 3.574 -3.044 -0.147
H 1.828 1.425 1.393
H 3.000 -2.583 -0.033
H 0.849 -1.893 1.403
H 0.197 -0.349 2.052
H -0.770 -1.366 1.065
H 0.650 -1.138 -0.856
H -0.774 1.379 -0.166
H 0.190 1.102 -1.638
H -3.585 0.305 1.034
H -2.175 -0.170 -0.569
O -2.646 0.080 0.952
*
```

***

4:
The following is a DFT calculation (ωB97M-V/def2-TZVPD) of a 2-piece molecular cluster, C4H12NO2 overall.

Properties
LUMO   3.88 eV
Frontier orbital gap   7.0531 eV

The geometry in ORCA input format:
```
! RIJCOSX wB97M-V def2-TZVPD def2/J DEFGRID3
* xyz -1 1
C -2.251 0.404 -1.154
N -1.027 0.186 -0.437
C 0.045 1.056 -0.948
C -0.424 -1.195 -0.630
C 0.545 -1.577 0.564
O 1.625 -0.872 0.755
H -2.909 -0.467 -1.042
H -2.190 0.950 -2.081
H -2.996 1.025 -0.574
H 1.100 0.551 -0.766
H -0.026 1.994 -0.442
H -0.014 1.254 -2.015
H -1.356 -1.760 -0.489
H 0.028 -1.221 -1.647
H 0.716 -2.682 0.316
H -0.179 -1.491 1.524
H 0.651 1.808 1.864
H 1.519 0.660 1.496
O 1.587 1.607 1.784
*
```

***

Most favorable structure: 1. The second most favorable one is 0.0179 hartree above it.

***

1:
The following is a DFT calculation (ωB97M-V/def2-TZVPD) of a 2-piece molecular cluster, C4H12NO2 overall.

Properties
LUMO   4.05 eV
Frontier orbital gap   6.9033 eV

The geometry in ORCA input format:
```
! RIJCOSX wB97M-V def2-TZVPD def2/J DEFGRID3
* xyz -1 1
C 1.215 -1.239 0.022
C 0.150 -0.359 0.665
C 0.668 0.487 1.865
N -0.596 0.430 -0.302
C 0.270 1.151 -1.372
O 1.132 2.003 -0.837
H 2.112 -0.671 -0.215
H 1.450 -2.067 0.691
H 0.791 -1.621 -0.908
H -0.618 -1.020 1.114
H 1.122 1.363 1.388
H -0.237 0.871 2.345
H 1.285 -0.025 2.596
H -0.947 1.252 0.182
H 0.766 0.345 -1.969
H -0.501 1.597 -2.042
H -2.788 -1.483 -1.539
H -2.236 -0.263 -0.692
O -3.040 -0.751 -0.993
*
```

***

2:
The following is a DFT calculation (ωB97M-V/def2-TZVPD) of C4H12NO2 as an isolated structure.

Properties
LUMO   2.99 eV
Frontier orbital gap   6.4937 eV

The geometry in ORCA input format:
```
! RIJCOSX wB97M-V def2-TZVPD def2/J DEFGRID3
* xyz -1 1
C 1.068 -1.404 0.123
N 1.697 -0.424 0.867
C 0.233 0.752 -0.851
C 0.382 0.278 0.559
C -0.944 -0.126 1.183
O -1.860 0.974 1.299
H 1.433 -1.703 -0.874
H 3.650 -0.596 -0.270
H 0.579 -2.169 0.775
H 3.684 -0.896 -1.021
H -0.486 1.606 -0.835
H 1.191 0.988 -1.271
H -0.231 0.008 -1.442
H 0.527 1.249 1.082
H -1.403 -0.968 0.555
H -0.703 -0.535 2.226
H -2.320 1.015 0.420
H -3.722 1.065 -1.366
O -2.773 0.887 -1.158
*
```

***

Most favorable structure: 1. The second most favorable one is 0.2058 hartree above it.

***

1:
The following is a DFT calculation (ωB97M-V/def2-TZVPD) of an isolated ion of composition C26H34N3O and charge +1.

Properties
LUMO   -2.04 eV
SMILES   O=C([C@H]1CC[N@H+](Cc2ccccc2)CC1)N1CCN(C/C=C/c2ccccc2)CC1
Frontier orbital gap   8.1657 eV

The geometry in ORCA input format:
```
! RIJCOSX wB97M-V def2-TZVPD def2/J DEFGRID3
* xyz 1 1
O 2.308 -0.446 -0.857
C 1.315 0.300 -0.747
N 0.125 -0.070 -1.191
C -1.094 0.722 -1.101
H -1.226 1.069 -0.074
H -1.038 1.585 -1.773
C -2.309 -0.142 -1.446
N -2.212 -1.351 -0.661
C -1.112 -2.195 -1.104
H -1.449 -2.981 -1.798
H -0.689 -2.684 -0.220
C -0.036 -1.372 -1.817
H 0.921 -1.893 -1.780
H -0.306 -1.216 -2.866
C -3.467 -2.079 -0.543
C -4.483 -1.256 0.184
C -5.712 -1.024 -0.270
C -6.759 -0.253 0.386
C -6.556 0.454 1.573
C -7.586 1.169 2.152
C -8.840 1.195 1.563
C -9.057 0.501 0.385
C -8.027 -0.212 -0.198
H -8.203 -0.754 -1.117
H -10.031 0.516 -0.081
H -9.643 1.753 2.021
H -7.412 1.709 3.071
H -5.586 0.446 2.046
H -6.000 -1.456 -1.221
H -4.142 -0.863 1.131
H -3.255 -2.981 0.040
H -3.855 -2.389 -1.528
H -2.373 -0.329 -2.531
H -3.214 0.392 -1.148
C 1.491 1.682 -0.115
H 0.518 2.090 0.151
C 2.356 1.583 1.160
C 3.836 1.831 0.859
N 4.133 1.296 -0.480
H 3.540 0.378 -0.564
C 3.562 2.178 -1.515
C 2.155 2.645 -1.113
H 1.539 2.745 -2.007
H 2.205 3.627 -0.642
H 4.218 3.041 -1.657
H 3.527 1.616 -2.451
C 5.563 0.999 -0.700
C 6.038 -0.079 0.240
C 7.030 0.183 1.176
C 7.462 -0.814 2.034
C 6.899 -2.077 1.966
C 5.907 -2.344 1.037
C 5.478 -1.351 0.174
H 4.710 -1.570 -0.554
H 5.470 -3.328 0.979
H 7.236 -2.854 2.634
H 8.237 -0.603 2.753
H 7.474 1.167 1.229
H 6.145 1.914 -0.560
H 5.678 0.667 -1.736
H 4.079 2.896 0.878
H 4.462 1.320 1.592
H 2.232 0.593 1.601
H 2.014 2.313 1.893
*
```

***

2:
The following is a DFT calculation (ωB97M-V/def2-TZVPD) of a 2-piece molecular cluster, C26H34N3O overall.

Properties
LUMO   -4.77 eV
Frontier orbital gap   4.7812 eV

The geometry in ORCA input format:
```
! RIJCOSX wB97M-V def2-TZVPD def2/J DEFGRID3
* xyz 1 1
C -0.816 0.003 0.641
C -2.145 -0.511 1.070
C -2.594 -0.125 2.445
C -2.903 -1.241 0.200
N -4.207 -1.619 0.437
C -4.665 -2.704 -0.437
C -5.982 -3.228 0.105
O -6.946 -2.166 0.156
C -6.528 -1.184 1.109
C -5.180 -0.571 0.763
H -0.309 0.472 1.486
H -0.179 -0.789 0.243
H -0.918 0.763 -0.144
H -1.675 -0.027 3.040
H -3.055 0.885 2.467
H -3.255 -0.846 2.950
H -2.464 -1.614 -0.738
H -4.802 -2.326 -1.473
H -3.914 -3.506 -0.417
H -6.392 -3.962 -0.599
H -5.804 -3.675 1.107
H -7.303 -0.408 1.070
H -6.469 -1.622 2.128
H -4.840 -0.004 1.637
H -5.308 0.135 -0.084
C 3.905 4.489 3.920
N 3.735 4.334 2.486
C 3.393 5.580 1.820
C 3.369 3.124 1.925
C 2.255 3.058 1.051
C 1.895 1.867 0.450
C 2.616 0.667 0.689
C 2.332 -0.607 0.087
C 2.068 -0.808 -1.262
C 2.240 -2.043 -2.047
C 2.972 -3.212 -1.845
C 2.957 -4.187 -2.872
C 2.209 -4.011 -4.051
C 1.533 -2.800 -4.281
C 1.590 -1.831 -3.289
N 1.175 -0.486 -3.325
C 0.483 0.172 -4.410
C 1.505 0.125 -2.153
C 3.708 0.744 1.596
C 4.103 1.926 2.182
H 4.037 3.515 4.397
H 4.765 5.138 4.131
H 3.028 4.996 4.351
H 3.392 5.446 0.732
H 2.405 5.933 2.158
H 4.126 6.345 2.099
H 1.647 3.948 0.888
H 1.008 1.855 -0.180
H 2.484 -1.503 0.686
H 3.556 -3.350 -0.922
H 3.534 -5.106 -2.743
H 2.176 -4.810 -4.797
H 1.005 -2.595 -5.209
H 0.222 -0.564 -5.170
H -0.435 0.631 -4.034
H 1.113 0.955 -4.847
H 1.287 1.161 -1.945
H 4.261 -0.180 1.765
H 5.003 1.955 2.806
*
```

***

Most favorable structure: 1. The second most favorable one is 0.1112 hartree above it.